1.
{
  "formula": "CH5N4OS",
  "method": "ωB97M-V with the def2-TZVPD basis set",
  "smiles": "[H]/N=[N+](\\[S-])[C@H](N)N[O-]",
  "relative_energy_kcal_mol": 35.6,
  "homo_energy_ev": [-1.8, -1.8],
  "orbital_gap_ev": [4.8, 4.8],
  "total_charge": -1,
  "spin_multiplicity": 1,
  "elements": ["C", "N", "N", "N", "N", "O", "S", "H", "H", "H", "H", "H"],
  "coordinates": [[-0.163897, -0.174806, -0.522748], [-0.782235, -0.496824, 1.654290], [1.048836, -0.803563, -0.091691], [0.130336, 1.280208, -0.699602], [-1.200430, -0.174238, 0.514350], [1.268561, 1.626228, -1.375762], [-2.757264, 0.134873, 0.025542], [-0.443961, -0.719175, -1.653794], [-1.418942, -0.425203, 2.393048], [1.644556, -0.193264, -0.537064], [1.120388, -0.661705, 0.935526], [-0.721943, 1.821901, -1.047733]],
  "atomic_forces_ev_per_a": [[1.21, 0.74, -3.83], [1.87, 0.02, -1.48], [-2.10, -1.85, 2.07], [-2.33, 0.91, 0.93], [-0.44, -1.21, 0.71], [0.18, -0.84, -0.34], [-0.32, 0.30, 0.18], [-0.12, 1.11, 3.15], [-2.08, 0.35, 0.71], [2.76, 1.79, -1.31], [0.11, 0.03, -1.08], [1.28, -1.35, 0.29]]
}

=====

2.
{
  "formula": "C45H120N6O18",
  "method": "ωB97M-V with the def2-TZVPD basis set",
  "smiles": "COCCNCCOC.COCCNCCOC.COCCNCCOC.COCCNCCOC.COCCNCCOC.COCCNCCOC.CC(C)O.CC(C)O.CC(C)O.O.O.O",
  "homo_energy_ev": -8.4,
  "orbital_gap_ev": 9.0,
  "total_charge": 0,
  "spin_multiplicity": 1,
  "elements": ["C", "C", "C", "O", "H", "H", "H", "H", "H", "H", "H", "H", "C", "C", "C", "O", "H", "H", "H", "H", "H", "H", "H", "H", "C", "C", "C", "O", "H", "H", "H", "H", "H", "H", "H", "H", "O", "H", "H", "O", "H", "H", "O", "H", "H", "C", "O", "C", "C", "N", "C", "C", "O", "C", "H", "H", "H", "H", "H", "H", "H", "H", "H", "H", "H", "H", "H", "H", "H", "C", "O", "C", "C", "N", "C", "C", "O", "C", "H", "H", "H", "H", "H", "H", "H", "H", "H", "H", "H", "H", "H", "H", "H", "C", "O", "C", "C", "N", "C", "C", "O", "C", "H", "H", "H", "H", "H", "H", "H", "H", "H", "H", "H", "H", "H", "H", "H", "C", "O", "C", "C", "N", "C", "C", "O", "C", "H", "H", "H", "H", "H", "H", "H", "H", "H", "H", "H", "H", "H", "H", "H", "C", "O", "C", "C", "N", "C", "C", "O", "C", "H", "H", "H", "H", "H", "H", "H", "H", "H", "H", "H", "H", "H", "H", "H", "C", "O", "C", "C", "N", "C", "C", "O", "C", "H", "H", "H", "H", "H", "H", "H", "H", "H", "H", "H", "H", "H", "H", "H"],
  "coordinates": [[-5.065480, -0.075409, 1.458505], [-4.911756, -1.440725, 0.799346], [-6.055950, -2.312348, 1.180216], [-4.855565, -1.279318, -0.650889], [-4.964783, -0.287477, 2.524145], [-6.027363, 0.318899, 1.170376], [-4.245134, 0.563837, 1.141518], [-4.022221, -1.949189, 1.134235], [-6.036218, -3.273534, 0.632963], [-7.053224, -1.838313, 1.028815], [-6.081671, -2.501372, 2.242938], [-5.749108, -1.269752, -1.018680], [0.196640, -0.378659, 0.304837], [-0.851904, -0.842828, -0.620357], [-1.129769, -2.327618, -0.494443], [-2.002160, -0.120160, -0.217387], [0.347785, 0.699991, 0.336905], [1.169549, -0.771919, -0.063761], [0.070301, -0.788462, 1.295832], [-0.598896, -0.542812, -1.606541], [-1.865133, -2.636007, -1.250673], [-1.501771, -2.449243, 0.525549], [-0.182493, -2.875054, -0.690054], [-2.791128, -0.468746, -0.685327], [4.431221, -3.616725, -1.462285], [2.907029, -3.728495, -1.362030], [2.402735, -4.831772, -2.211361], [2.535300, -3.892341, 0.018047], [4.832860, -2.775335, -0.892674], [4.685288, -3.380080, -2.467061], [4.887892, -4.517686, -1.118821], [2.463341, -2.769463, -1.778950], [3.082188, -5.706347, -2.169787], [2.454339, -4.477308, -3.256901], [1.406847, -5.238517, -2.031932], [1.571517, -3.799555, 0.028342], [-3.271078, -4.681349, -3.900168], [-3.022957, -4.985976, -4.790545], [-3.244517, -3.720092, -3.922668], [-2.122785, 2.981168, 1.126296], [-1.795378, 2.099757, 0.886940], [-2.377133, 3.201667, 0.215244], [-3.581966, -1.882854, -3.312680], [-3.198361, -1.035971, -3.667579], [-3.909812, -1.742077, -2.394292], [-3.106685, -4.885821, 1.779106], [-2.958173, -3.655593, 2.483599], [-1.773757, -3.507898, 3.273111], [-2.008678, -2.502142, 4.383391], [-3.115511, -2.940691, 5.167797], [-3.354042, -2.167700, 6.351659], [-3.827336, -0.710470, 6.114255], [-5.137085, -0.614102, 5.411794], [-6.222979, -0.637846, 6.273614], [-3.088687, -5.689690, 2.520979], [-2.380913, -4.981632, 0.954725], [-4.132111, -4.916828, 1.330059], [-0.877627, -3.243374, 2.672424], [-1.578185, -4.486917, 3.830137], [-2.035605, -1.525910, 3.851980], [-1.097985, -2.439120, 5.003189], [-3.959503, -2.886082, 4.601948], [-2.486890, -2.087532, 7.038495], [-4.135580, -2.704895, 6.958360], [-3.090864, -0.174466, 5.469291], [-4.042343, -0.266140, 7.135909], [-6.323230, -1.513296, 6.931409], [-7.169804, -0.725631, 5.737237], [-6.197114, 0.238422, 6.908205], [0.287691, 4.100111, 3.324716], [1.083882, 3.386597, 2.344167], [1.210455, 4.080600, 1.125016], [2.452531, 4.906920, 1.179147], [3.583723, 3.979661, 1.480014], [4.908527, 4.437443, 1.820814], [5.038714, 5.494635, 2.859593], [4.078157, 5.352303, 3.893845], [4.381342, 4.323657, 4.793151], [-0.679257, 4.474093, 2.837662], [0.881746, 4.896934, 3.787653], [-0.030232, 3.369865, 4.075795], [0.390946, 4.670896, 0.854285], [1.289613, 3.315817, 0.306704], [2.330085, 5.651720, 1.956270], [2.530241, 5.411173, 0.228551], [3.244300, 3.360727, 2.227331], [5.463163, 4.777358, 0.960666], [5.434943, 3.482727, 2.193311], [4.769779, 6.462018, 2.473040], [6.088292, 5.543202, 3.225070], [3.511133, 4.201300, 5.461838], [5.240435, 4.598248, 5.430808], [4.602632, 3.403273, 4.244686], [4.201517, -1.888794, 8.519267], [3.245103, -1.189738, 7.868469], [1.958417, -1.757555, 7.931506], [0.995960, -0.929400, 7.115006], [1.299388, -1.096725, 5.706496], [0.703241, -0.054517, 4.902020], [1.369222, -0.135444, 3.543377], [2.723977, 0.226320, 3.737020], [3.392046, 0.611810, 2.541018], [5.137801, -1.422022, 8.321410], [4.231758, -2.953828, 8.151771], [4.023154, -1.957179, 9.604077], [1.663760, -1.754265, 8.972745], [2.015847, -2.812941, 7.576933], [1.044564, 0.128366, 7.421894], [0.007228, -1.314281, 7.436845], [2.293955, -1.054911, 5.633726], [0.975042, 0.896676, 5.381971], [-0.382240, -0.178224, 4.918486], [0.891219, 0.499832, 2.802982], [1.396606, -1.128665, 3.040796], [2.827104, 1.260269, 1.866777], [3.785792, -0.271494, 2.050978], [4.268071, 1.132697, 2.889266], [8.347362, -2.978660, -5.122207], [7.594686, -2.120248, -4.291380], [6.588456, -1.352531, -5.018228], [6.147315, -0.171572, -4.154969], [5.028019, 0.389654, -4.731294], [3.734673, -0.188578, -4.464490], [3.211028, 0.133279, -3.057748], [3.015006, 1.531813, -3.059743], [2.665986, 2.022739, -1.799339], [9.039732, -3.535628, -4.459547], [9.023660, -2.415923, -5.780601], [7.748568, -3.556233, -5.801773], [5.780662, -2.072610, -5.224893], [6.929022, -0.964713, -5.943853], [6.975829, 0.527197, -4.071699], [5.920768, -0.482876, -3.157374], [5.010277, 1.421985, -4.738396], [3.702475, -1.255288, -4.732137], [3.056851, 0.342812, -5.126291], [3.921429, -0.327968, -2.318093], [2.198598, -0.293948, -2.859243], [3.453940, 1.782212, -1.147496], [1.728108, 1.625310, -1.419926], [2.562349, 3.079620, -1.727516], [0.126606, -1.957435, -4.137536], [-0.424727, -0.627159, -3.956396], [-0.410771, 0.123877, -5.156744], [-1.267417, -0.470847, -6.302703], [-2.668598, -0.622855, -5.883924], [-3.671449, -1.221847, -6.863366], [-4.182618, -2.603552, -6.558320], [-3.070479, -3.437685, -6.673652], [-2.819218, -4.030340, -7.886910], [0.598004, -2.312811, -3.216894], [0.870480, -1.932026, -4.979309], [-0.706917, -2.610828, -4.485888], [0.590294, 0.289627, -5.627038], [-0.754802, 1.155796, -4.888992], [-0.914406, -1.459648, -6.632796], [-1.077076, 0.183675, -7.233416], [-2.909632, 0.344153, -5.665508], [-3.150660, -1.231108, -7.850748], [-4.570419, -0.555567, -6.960623], [-4.940772, -2.907191, -7.260351], [-4.584791, -2.668625, -5.533571], [-3.533925, -4.910301, -7.979789], [-1.766668, -4.386036, -8.010402], [-2.925694, -3.392289, -8.761864], [-4.871965, 1.985339, -3.737290], [-3.651842, 2.715757, -3.582968], [-2.759385, 2.032592, -2.757501], [-1.624404, 2.965268, -2.366748], [-2.134285, 3.982185, -1.555441], [-1.180249, 5.011423, -1.290738], [-1.656479, 6.062118, -0.277295], [-0.693338, 7.063868, -0.483992], [-0.909245, 8.211898, 0.286517], [-4.850437, 1.453945, -4.676146], [-5.713008, 2.725079, -3.692525], [-5.006494, 1.242773, -2.927028], [-2.389363, 1.187324, -3.270403], [-3.226605, 1.778599, -1.777967], [-1.152704, 3.222154, -3.311795], [-0.937166, 2.318124, -1.840866], [-3.016854, 4.321355, -1.893893], [-0.893723, 5.480637, -2.251947], [-0.301296, 4.505674, -0.878020], [-1.608137, 5.774811, 0.815942], [-2.743211, 6.352019, -0.478265], [0.037923, 8.770427, 0.435191], [-1.343161, 7.868430, 1.242933], [-1.583448, 8.903016, -0.229684]],
  "atomic_forces_ev_per_a": [[1.07, -1.11, -0.17], [-0.73, 0.80, -0.38], [-1.56, -0.75, -0.34], [0.40, -0.21, 0.03], [-0.32, 0.55, 0.18], [-0.30, 0.41, 0.21], [-0.08, 0.27, 0.07], [0.65, 0.07, -0.30], [-0.03, 0.37, 0.32], [0.58, -0.09, -0.40], [0.42, -0.26, 0.40], [0.09, 0.01, 0.29], [2.32, -0.48, -0.12], [-0.81, 0.10, 0.57], [0.60, 0.23, -0.55], [-1.55, 0.23, -0.33], [-0.41, 0.12, 0.08], [-0.29, 0.08, 0.27], [-0.25, 0.07, 0.33], [0.25, 0.03, -1.23], [0.10, -0.09, 0.32], [0.03, -0.53, -0.12], [-0.61, 0.03, 0.27], [0.48, 0.28, 0.37], [-1.01, 0.99, 0.75], [0.00, 1.54, 0.54], [0.55, -1.46, -1.58], [-0.12, 0.28, -0.55], [-0.25, -0.11, 0.29], [0.36, -0.22, -1.07], [0.42, -0.69, 0.09], [0.36, -0.64, 0.68], [-0.26, 0.33, 0.12], [-0.19, -0.28, 0.23], [-0.14, 0.50, 0.24], [0.26, -0.13, 0.27], [0.15, -0.78, -0.35], [-0.16, 0.47, 0.50], [0.02, 0.37, -0.02], [0.19, -0.77, -0.48], [0.13, -0.28, 0.81], [-0.26, 0.96, -0.22], [0.08, 1.03, 0.34], [-0.38, -1.27, 0.42], [0.32, 0.06, -0.71], [-0.74, 0.37, 0.12], [0.18, 0.53, -0.10], [0.38, -1.97, 0.78], [1.22, 0.36, -1.32], [-0.47, 0.30, 0.10], [-1.27, 0.55, 1.20], [-1.52, -0.05, 0.35], [1.89, -0.74, -0.23], [-0.78, -0.60, 0.66], [0.42, -0.27, -0.32], [-0.03, -0.19, 0.44], [0.83, 0.33, 0.34], [-0.49, -0.14, 0.10], [-0.09, 0.87, -0.95], [-0.67, 0.09, 0.50], [-0.20, -0.25, -0.14], [0.10, -0.25, 0.01], [-0.06, -0.27, -0.62], [0.56, 0.52, -0.50], [-0.68, -0.09, 0.75], [0.87, 0.01, -1.12], [0.74, -0.14, 0.09], [0.23, 0.62, -0.48], [-0.32, 0.41, 0.25], [-0.80, -0.32, -1.11], [-1.34, 0.09, 0.75], [1.44, -1.75, -0.36], [1.21, -0.55, 0.38], [-1.12, -0.11, -0.23], [0.61, -2.16, 0.32], [-0.36, 0.79, 0.91], [0.22, 0.17, 0.24], [-0.13, 0.01, 0.58], [1.38, -0.28, 0.60], [-0.24, 0.01, -0.09], [0.29, 0.11, -0.06], [-1.50, 0.96, 0.20], [0.12, 0.38, 0.70], [0.01, 0.44, 0.28], [0.55, 0.23, -0.44], [0.15, 0.52, -0.48], [0.21, 0.02, -0.59], [-0.51, 1.33, -0.65], [0.18, 0.52, -0.51], [-0.50, -0.02, 0.06], [0.35, -0.16, -0.42], [-0.06, -0.16, -0.22], [-0.08, -0.20, 0.34], [0.37, -2.32, 0.67], [-1.15, 1.40, -1.29], [0.48, -0.20, 0.12], [0.02, -0.69, 0.47], [-1.18, -0.62, 0.92], [0.85, -0.52, 0.04], [0.09, -0.22, -0.87], [-0.17, 0.81, -0.26], [0.35, -0.43, 0.82], [0.81, 0.29, 0.00], [0.18, 0.66, 0.22], [0.06, 0.17, 0.00], [-0.37, -0.18, 0.49], [-0.25, 0.50, 0.06], [0.08, -0.09, 0.12], [0.06, 0.26, -0.70], [0.73, 0.13, -0.30], [-0.32, 0.40, -0.48], [0.06, 0.10, -0.37], [-0.06, 0.62, 0.11], [-0.52, 0.03, 0.78], [-0.25, -0.19, 0.14], [-0.23, -0.30, -0.57], [0.38, 0.50, 0.01], [1.27, 0.94, 0.52], [-0.46, 0.68, -0.75], [0.38, -1.47, 1.96], [1.47, -1.38, 0.31], [-1.60, 2.48, -1.77], [-0.51, 0.62, 0.10], [-0.62, -1.03, -0.29], [0.40, 0.30, -0.23], [-0.41, -0.41, 0.13], [-0.79, -0.19, -0.44], [-0.07, 0.30, 0.00], [-0.51, -0.83, 0.05], [-0.15, 0.43, -0.01], [0.71, 0.28, -1.04], [0.03, 0.15, -0.13], [0.24, -0.66, 1.04], [-0.17, -1.13, 0.17], [0.08, 0.23, 0.33], [-0.30, -0.22, -0.30], [-0.44, 1.05, -0.05], [0.61, -0.29, -0.20], [0.95, -0.44, 1.43], [-0.27, -0.49, -0.02], [0.05, 1.02, -0.78], [-0.67, 0.45, -1.44], [0.93, -0.35, -0.38], [-0.31, 0.49, -0.81], [0.09, -0.17, -0.93], [-0.54, 0.42, -0.27], [0.32, 2.08, -0.42], [0.76, 0.54, 0.54], [1.40, -0.65, 1.51], [-0.37, -1.87, -1.24], [-0.27, 0.17, -0.10], [-0.31, -0.05, 0.86], [0.61, 0.10, 0.53], [-0.19, -0.41, 0.75], [0.00, -0.83, -0.18], [0.15, 0.18, 0.40], [-0.55, -0.52, 1.15], [-0.69, -0.35, -0.05], [-0.59, -0.08, 0.38], [0.89, -0.20, 0.13], [-0.57, 0.03, -0.42], [0.26, -0.06, -0.35], [0.90, 0.74, -0.38], [-0.76, 0.11, 0.81], [-0.48, 0.45, -0.08], [-0.31, 0.86, 0.67], [-1.08, 0.10, -0.06], [0.07, 1.03, 1.72], [-0.60, -2.27, -1.42], [-0.65, 0.39, 1.14], [-0.03, 0.00, 0.27], [-0.23, -0.30, -0.09], [0.13, 0.58, -0.26], [0.09, 0.28, 0.42], [-0.23, -0.18, -0.46], [0.64, -0.76, -0.24], [0.05, 0.38, -0.25], [0.56, -1.39, -0.34], [-0.06, -0.35, -0.68], [0.42, 0.82, -0.23], [0.56, -0.02, 0.46], [-0.19, 0.27, -0.35], [0.09, 0.34, 0.56], [-0.02, 0.25, -0.27], [-0.16, -0.29, -1.11], [1.24, 0.07, 0.02], [-0.41, -0.60, 0.03], [0.20, 0.68, -0.03], [-0.26, -0.07, 0.16]]
}

=====

Computed M, in the same sequence as the records: 121.14; 1033.48 g/mol.